<A>
A molecular structure, C19H46LiN2O15P, computed with wB97M-V/def2-TZVPD.

Element x y z (Å)
C: -2.074 4.380 2.512
N: -1.568 3.163 2.208
C: -0.206 3.271 1.778
C: -1.750 2.164 3.370
C: -2.264 2.534 0.896
C: -3.744 1.900 1.109
O: -4.013 1.127 0.006
H: -1.634 5.003 3.285
H: -3.173 4.563 2.580
H: -2.297 5.076 1.497
H: 0.468 3.809 2.512
H: -0.310 3.709 0.705
H: 0.220 2.236 1.539
H: -2.916 1.955 3.580
H: -0.985 2.634 4.008
H: -1.461 1.277 2.902
H: -1.686 1.718 0.523
H: -2.397 3.318 0.021
H: -4.365 2.651 1.326
H: -3.806 1.066 1.793
H: -3.454 0.257 -0.087
C: -1.149 -7.250 -3.608
N: -1.691 -5.960 -2.942
C: -2.849 -5.421 -3.725
C: -2.005 -6.223 -1.540
C: -0.499 -5.006 -2.987
C: -0.858 -3.559 -2.514
O: 0.208 -2.712 -2.750
H: -1.940 -7.909 -3.703
H: -0.516 -7.702 -2.906
H: -0.642 -7.076 -4.693
H: -3.669 -6.024 -3.692
H: -2.817 -5.483 -4.908
H: -3.331 -4.692 -3.213
H: -2.804 -7.031 -1.609
H: -2.442 -5.398 -1.052
H: -1.078 -6.564 -1.035
H: -0.131 -5.169 -3.981
H: 0.271 -5.443 -2.534
H: -1.323 -3.358 -1.624
H: -1.580 -3.051 -3.234
H: 0.321 -2.048 -2.027
Li: 0.788 0.289 -0.411
P: -1.103 -1.129 0.347
O: -0.406 -0.032 1.079
O: -0.137 -1.150 -1.034
O: -2.505 -0.721 0.061
O: -0.911 -2.351 1.045
C: 4.222 3.221 6.153
O: 3.989 1.999 5.615
C: 2.979 1.907 4.534
O: 2.367 2.944 4.285
O: 2.830 0.732 4.005
C: 1.900 0.640 2.892
H: 4.887 3.022 7.106
H: 3.246 3.791 6.328
H: 4.773 4.057 5.668
H: 2.030 1.213 2.079
H: 0.862 0.683 3.223
H: 2.062 -0.399 2.451
C: 4.326 2.276 -0.117
O: 4.257 0.976 0.191
C: 3.451 0.108 -0.286
O: 2.634 0.490 -0.964
O: 3.585 -1.118 0.274
C: 2.583 -2.060 0.010
H: 4.328 2.482 -1.294
H: 5.215 2.783 0.018
H: 3.326 2.615 0.443
H: 2.211 -1.968 -0.983
H: 1.663 -1.834 0.495
H: 2.914 -3.032 0.152
C: -1.159 0.928 -2.936
O: -0.752 2.252 -3.327
C: 0.183 2.844 -2.546
O: 0.528 2.489 -1.562
O: 0.429 4.044 -3.192
C: 1.415 4.917 -2.564
H: -0.541 -0.062 -2.888
H: -1.960 0.837 -3.509
H: -1.330 1.029 -1.810
H: 2.383 4.738 -2.771
H: 1.208 4.732 -1.414
H: 1.168 6.091 -2.632

Output
net charge: 0
orbital gap: 0.2254 Ha

=====

<B>
A molecular structure, C19H46LiN2O15P, computed with wB97M-V/def2-TZVPD.

Element x y z (Å)
C: -3.587 -4.942 1.388
N: -3.428 -5.318 -0.128
C: -2.640 -6.520 -0.058
C: -4.844 -5.564 -0.593
C: -2.710 -4.274 -0.848
C: -3.365 -2.950 -1.004
O: -2.629 -2.009 -1.764
H: -2.702 -4.536 1.993
H: -3.836 -5.707 2.194
H: -4.303 -4.054 1.503
H: -1.654 -6.444 0.098
H: -2.489 -6.736 -1.103
H: -3.197 -7.369 0.429
H: -5.412 -4.615 -0.562
H: -5.286 -6.218 0.026
H: -5.002 -6.040 -1.501
H: -2.518 -4.717 -1.915
H: -1.674 -4.211 -0.614
H: -3.538 -2.413 -0.180
H: -4.235 -3.077 -1.495
H: -1.645 -1.669 -1.300
C: 2.091 2.172 1.911
N: 2.929 1.778 3.003
C: 2.351 0.483 3.571
C: 4.293 1.406 2.448
C: 2.880 2.832 4.013
C: 3.882 2.681 5.195
O: 3.365 3.563 6.310
H: 1.238 2.450 2.060
H: 1.963 1.289 1.452
H: 2.895 2.862 1.369
H: 1.860 -0.189 2.708
H: 1.586 0.723 4.031
H: 2.843 0.015 4.363
H: 4.209 0.625 1.862
H: 4.850 0.907 3.376
H: 4.889 2.349 2.087
H: 1.956 2.909 4.360
H: 3.056 3.754 3.494
H: 4.878 2.805 5.015
H: 3.992 1.656 5.428
H: 2.577 3.271 6.926
Li: -0.254 0.416 -0.162
P: -0.730 -1.690 1.180
O: -0.145 -0.359 1.444
O: -0.870 -1.273 -0.344
O: -2.071 -1.744 1.834
O: 0.171 -2.866 1.290
C: 2.866 3.111 -2.028
O: 3.508 1.988 -1.507
C: 2.769 0.927 -1.119
O: 1.579 0.890 -1.067
O: 3.502 -0.055 -0.670
C: 2.849 -1.280 -0.188
H: 3.433 3.485 -2.923
H: 2.920 3.950 -1.402
H: 1.812 3.226 -2.260
H: 3.649 -2.000 -0.041
H: 2.045 -1.709 -0.633
H: 2.320 -0.992 0.815
C: -0.693 3.540 -5.759
O: -0.983 2.206 -5.367
C: -0.107 1.442 -4.722
O: 1.076 1.881 -4.615
O: -0.515 0.339 -4.341
C: 0.254 -0.587 -3.658
H: -0.379 4.064 -5.105
H: -1.482 4.018 -6.362
H: 0.311 3.603 -6.353
H: -0.038 -1.599 -4.002
H: 0.552 -0.516 -2.728
H: 1.171 -0.620 -4.239
C: -3.233 1.171 0.089
O: -3.008 2.564 -0.036
C: -1.799 3.125 -0.415
O: -0.832 2.439 -0.709
O: -1.863 4.402 -0.518
C: -0.754 5.257 -0.720
H: -4.287 0.760 0.172
H: -2.533 0.666 0.705
H: -2.908 0.745 -0.876
H: -0.772 6.043 -0.162
H: -0.510 5.431 -1.745
H: 0.061 4.612 -0.289

Output
net charge: 0
orbital gap: 0.1968 Ha

=====

The structure with the most favorable energy is <A>; the runner-up is 1.621 eV above it.

=====

<A>
A molecular structure, C3H6O3, computed with wB97M-V/def2-TZVPD.

Element x y z (Å)
O: 0.518 -0.510 -1.734
C: 1.144 -0.670 -0.023
C: 0.230 0.305 0.687
O: 0.207 1.548 0.005
C: -1.189 -0.238 0.758
O: -2.112 0.309 0.200
H: 0.225 0.425 -1.631
H: 1.525 -0.428 -1.427
H: 0.867 -1.712 0.207
H: 0.632 0.395 1.716
H: -0.741 1.778 -0.056
H: -1.306 -1.201 1.300

Output
net charge: 0
orbital gap: 0.3469 Ha

=====

<B>
A single C3H6O3 molecule, computed with wB97M-V/def2-TZVPD.

Element x y z (Å)
C: -0.269 0.826 -0.646
C: 0.631 -0.342 -0.350
C: 0.761 -0.241 1.104
O: 1.293 0.550 1.798
O: -0.034 -1.277 1.709
O: -0.441 -1.132 3.131
H: 0.071 1.642 -0.091
H: -1.220 0.409 -0.341
H: -0.348 1.261 -1.656
H: 1.673 -0.386 -0.816
H: 0.145 -1.353 -0.601
H: 0.337 -1.189 3.724

Output
net charge: 0
structure (SMILES): CCC(=O)OO
orbital gap: 0.4233 Ha

=====

<C>
A single C3H6O3 molecule, computed with wB97M-V/def2-TZVPD.

Element x y z (Å)
O: -1.444 -1.143 1.702
C: -0.476 -0.454 1.517
C: -0.315 0.502 0.342
O: -1.404 0.474 -0.528
C: 0.976 0.233 -0.443
O: 0.753 -0.892 -1.286
H: 0.382 -0.449 2.230
H: -0.246 1.507 0.781
H: -1.293 -0.360 -1.013
H: 1.219 1.124 -1.034
H: 1.820 0.008 0.223
H: 0.757 -0.591 -2.203

Output
net charge: 0
structure (SMILES): O=C[C@H](O)CO
orbital gap: 0.3805 Ha

=====

<D>
A single C3H6O3 molecule, computed with wB97M-V/def2-TZVPD.

Element x y z (Å)
C: -0.791 0.021 -0.404
C: 0.294 0.668 0.466
C: 1.586 -0.041 0.096
O: 1.604 -1.394 0.497
O: 2.775 0.537 0.130
O: 2.242 0.135 -1.071
H: -0.841 0.472 -1.431
H: -1.860 0.387 -0.161
H: -0.715 -1.102 -0.244
H: 0.259 0.692 1.609
H: 0.304 1.697 -0.002
H: 2.335 -1.677 -0.033

Output
net charge: 0
structure (SMILES): CCC1(O)OO1
orbital gap: 0.4119 Ha

=====

The structure with the most favorable energy is <C>; the runner-up is 2.234 eV above it.

=====

<A>
A single C3H6O3 molecule, computed with wB97M-V/def2-TZVPD.

Element x y z (Å)
O: -0.945 0.827 0.595
C: -1.048 -0.574 0.146
C: 0.473 -0.776 0.066
O: 1.002 -1.014 -1.195
C: 0.645 0.716 0.471
O: 0.761 1.534 -0.559
H: -0.567 1.468 -0.318
H: -1.573 -0.643 -0.809
H: -1.567 -1.143 0.918
H: 0.860 -1.509 0.779
H: 1.090 -0.118 -1.581
H: 1.110 0.985 1.427

Output
net charge: 0
orbital gap: 0.3953 Ha

=====

<B>
A molecular structure, C3H6O3, computed with wB97M-V/def2-TZVPD.

Element x y z (Å)
C: -1.571 0.258 -0.065
C: 0.963 -0.706 -0.451
C: 0.308 0.636 -0.524
O: -1.927 -0.696 -0.705
O: 0.907 1.637 0.000
O: -1.113 -0.041 1.230
H: -1.916 1.232 -0.217
H: 1.592 -0.666 0.472
H: 0.308 -1.606 -0.480
H: 1.803 -0.657 -1.232
H: 1.872 1.574 0.456
H: -1.225 -0.964 1.516

Output
net charge: 0
orbital gap: 0.3176 Ha

=====

<C>
2 unconnected molecules or ions with the total composition C3H6O3, computed with wB97M-V/def2-TZVPD.

Element x y z (Å)
O: 0.944 0.978 1.229
C: 0.720 0.972 -0.137
C: -0.623 0.474 -0.540
O: 0.204 -1.719 -0.925
C: -0.401 -1.542 0.157
O: -0.068 -1.581 1.344
H: 0.868 0.049 1.534
H: 1.509 0.493 -0.726
H: 0.654 2.030 -0.468
H: -0.859 0.348 -1.591
H: -1.434 0.741 0.134
H: -1.513 -1.243 -0.011

Output
net charge: 0
orbital gap (spin up / spin down): 0.2869 / 0.2869 Ha

=====

The structure with the most favorable energy is <A>; the runner-up is 0.948 eV above it.